Molecular formula: C50H51N6O2P2PdS5
Method: DFT, ωB97M-V/def2-TZVPD

The geometry in XYZ format:
```
117
Properties=species:S:1:pos:R:3:forces:R:3
N 0.57519 -3.14126 -1.24228 0.0 0.0 -0.2
C -3.91212 -2.73364 -2.05391 0.1 0.0 -0.1
H 0.32363 -2.91017 1.11146 0.1 0.0 0.1
P 1.52285 -0.67359 -0.23941 0.0 0.2 0.2
C -5.76234 -3.81601 -3.10682 0.0 0.0 0.0
S -0.97525 0.40147 -2.59047 0.0 0.0 0.1
H 2.44450 -3.87790 -1.67029 0.0 0.0 0.0
H 1.31206 6.51728 -2.58798 0.0 0.0 0.0
H 7.05155 4.95544 1.47333 0.0 0.0 0.0
C 0.95836 -5.39481 -1.95572 0.0 0.0 0.0
C -0.77483 1.97262 4.56568 0.0 0.0 0.0
C -4.09477 -2.71509 -4.43607 0.0 0.0 0.0
H -5.33827 -4.14163 -6.39378 0.0 0.0 0.0
C -4.10785 3.02639 -3.61848 0.0 0.0 0.0
H 2.35768 -0.35687 4.45994 0.0 0.0 0.0
C 2.73116 -0.83902 -1.57581 -0.1 0.0 0.0
C 2.49803 -0.15671 -2.77045 0.0 0.0 0.0
H -6.67325 -4.39622 -3.03434 0.0 0.0 0.0
C -3.40354 -2.35821 -3.29396 0.0 0.0 0.0
C 3.34052 -1.50290 1.75214 0.0 0.0 0.0
C 1.29734 -0.18266 4.56925 0.0 0.0 0.0
C -2.09835 3.53022 3.19952 0.0 0.0 0.0
H 3.58383 1.70871 2.33092 0.0 0.0 0.0
H -3.94232 4.01369 -3.19282 0.0 0.0 0.0
O -3.30726 -0.83224 -0.31872 0.0 0.0 0.1
C 3.05359 1.70198 0.22513 0.0 0.0 0.0
C -1.79961 3.04726 4.40001 0.0 0.0 0.0
H -6.57830 -2.96068 -5.99548 0.0 0.0 0.0
H 4.00265 -0.71601 1.40882 0.0 0.0 0.0
H -2.85429 4.29488 3.07969 0.0 0.0 0.0
C 0.25372 1.82971 3.38562 0.0 0.0 0.0
C 3.87661 -1.62566 -1.45462 0.0 -0.1 0.0
H 4.49503 4.01961 0.50539 0.1 0.0 0.0
H -1.83017 3.32757 1.04827 0.0 0.0 0.0
C -0.86970 -0.14978 3.49370 0.0 0.0 0.0
C -0.73499 -3.39204 -1.18422 0.0 -0.1 -0.1
H -3.69842 -2.44292 -5.40670 0.0 0.0 0.0
N 1.78068 0.99355 0.30458 0.0 -0.2 0.0
H 0.74474 6.70446 -0.18768 0.0 0.0 0.0
H -0.79186 -6.63767 -2.10425 0.0 0.0 0.0
H 0.93820 2.27144 -2.34274 0.0 0.0 0.0
C 6.91480 4.48491 2.45056 0.0 0.0 0.0
C 1.39105 -4.12781 -1.62554 0.0 0.0 0.0
C 4.78266 -1.70579 -2.50473 0.0 0.0 0.0
C 0.54019 3.33298 -0.51209 0.0 0.0 -0.1
Pd -0.86198 -0.28310 -0.17971 0.2 -0.2 -1.0
C 0.53798 0.29668 3.35487 0.0 -0.1 0.0
S -2.50620 2.37161 -4.19278 0.0 0.0 0.0
H 3.02342 2.43685 -0.58648 0.0 0.0 0.0
C -5.08499 -3.46949 -1.94913 0.0 0.0 0.0
H -5.15950 2.52726 -1.78194 0.0 0.0 0.0
C 2.92096 -3.34462 3.23942 0.0 0.0 0.0
H -3.50561 0.64289 -1.30492 0.0 0.0 -0.1
C 1.68653 -3.54668 2.63985 0.0 0.0 0.0
S -3.05847 -2.26995 -0.60105 -0.1 0.0 0.4
C 3.74650 -2.31681 2.79847 0.0 0.0 0.0
H -1.27565 -0.43638 6.78129 0.0 0.0 0.0
O -3.54003 -3.11979 0.47965 -0.1 0.1 0.0
P 0.25904 1.76351 0.37672 -0.1 0.0 0.4
H 5.54281 2.65652 0.92254 0.0 0.0 0.0
H 1.17256 2.37351 3.62293 0.0 0.0 0.0
C 1.16439 4.37588 -2.60493 0.0 0.0 0.0
H 0.26339 4.70606 1.13060 0.0 0.0 0.0
C -2.92798 -0.79957 3.26751 0.1 0.0 0.0
H 3.24339 -3.98840 4.04702 0.0 0.0 0.0
H -2.46772 -1.81676 -3.35867 0.0 0.0 0.0
H 5.66385 -2.32538 -2.40376 0.0 0.0 0.0
C -1.37828 0.51048 4.73664 0.0 0.0 0.0
N -3.86244 -1.52564 2.75709 -0.2 0.0 0.0
H -5.26979 1.27643 -3.03068 0.0 0.0 0.0
C -6.02510 -3.82014 -5.61165 0.0 0.0 0.0
C -0.71366 -0.20377 5.88895 0.0 0.0 0.0
C -2.36597 1.35152 -2.80737 0.0 -0.1 0.0
C 4.54976 -1.01324 -3.68295 0.0 0.0 0.0
H 5.25228 -1.08573 -4.50230 0.0 0.0 0.0
C 0.63849 -0.46168 5.74920 0.0 0.0 0.0
S 5.19195 4.16903 2.71431 0.0 0.0 0.0
H -5.44987 -3.77711 -0.97922 0.0 0.0 0.0
H 4.71354 -2.16359 3.26006 0.0 0.0 0.0
H 7.44926 3.53008 2.46646 0.0 0.0 0.0
H 4.05798 -2.20585 -0.56121 0.0 0.0 0.0
H -6.73913 -4.61994 -5.42727 0.0 0.0 0.0
H 1.18645 -0.88079 6.58337 0.0 0.0 0.0
H -4.78261 3.11242 -4.46550 0.0 0.0 0.0
C 4.69372 3.25100 1.26717 -0.1 0.0 0.0
C -1.41024 3.03836 2.00762 0.0 0.0 0.0
C 0.78650 5.73259 -0.66167 0.0 0.0 0.0
N -1.64535 -0.80496 2.71720 0.0 0.0 0.0
C 1.10737 5.62772 -2.00725 0.0 0.0 0.0
C 3.42754 2.42533 1.52083 0.0 0.0 0.0
C 0.50679 4.59489 0.08375 0.1 0.0 0.0
C -0.40348 -5.65545 -1.86948 0.0 0.0 0.0
C 3.40165 -0.24237 -3.81623 0.0 0.0 0.0
S -3.16193 0.22994 4.64850 0.0 0.0 0.0
C 2.11232 -1.71962 1.12214 0.0 0.0 0.0
H 1.04079 -4.34476 2.98182 0.0 0.0 0.0
H 7.26424 5.13278 3.25113 0.0 0.0 0.0
H -3.71600 -2.09286 1.90270 0.1 -0.2 -0.1
H -0.21419 2.15799 5.47983 0.0 0.0 0.0
H 3.20317 0.28050 -4.74232 0.0 0.0 0.0
C 0.88664 3.23888 -1.86329 0.0 0.0 0.0
H -4.78495 -1.53645 3.17085 0.0 0.0 0.0
N -3.43153 1.35637 -2.03887 0.0 0.0 0.1
H 1.42030 4.28353 -3.65219 0.0 0.0 0.0
C -5.28374 -3.44593 -4.36188 0.0 0.0 0.0
H 1.66306 -6.15379 -2.26203 0.0 0.0 0.0
H 1.02152 -0.02717 2.44367 0.0 0.0 0.0
H 2.61206 3.09469 1.81105 0.0 0.0 0.0
C 1.28310 -2.73940 1.58472 -0.1 0.0 0.1
C -4.61626 2.02647 -2.58049 0.0 0.0 0.0
H 3.82964 0.98236 -0.04344 0.0 0.0 0.0
C -0.29681 2.29244 2.04866 0.0 0.1 0.0
C -1.26541 -4.65162 -1.47797 0.0 0.0 0.0
H -2.30498 3.40519 5.28871 0.0 0.0 0.0
H 1.59731 0.42753 -2.90112 0.0 0.0 0.0
H -2.32652 -4.84074 -1.39390 0.0 0.0 0.0
N -1.50900 -2.29663 -0.80821 0.1 0.2 0.2
```
Positions in Å, forces in eV/Å.

Calculated values
max |F|	1.08	eV Å⁻¹
relative energy (zero: lowest compared OMol25 entry of this formula, charge and spin)	49.50	kcal/mol
2S+1	5
total charge	+3
HOMO level (alpha / beta)	-13.64 / -14.14	eV
Kohn-Sham gap (alpha / beta)	6.544 / 2.775	eV

Atomic partial charges in e from the Löwdin method, atoms 1 to 99:
1. N 0.0648
2. C -0.3096
3. H 0.0831
4. P 0.9834
5. C -0.0087
6. S 0.6935
7. H 0.1013
8. H 0.1190
9. H 0.0865
10. C -0.0454
11. C -0.1639
12. C -0.0151
13. H 0.0900
14. C -0.3771
15. H 0.1071
16. C -0.3526
17. C -0.1027
18. H 0.1256
19. C -0.0593
20. C -0.1150
21. C 0.0213
22. C -0.0456
23. H 0.1126
24. H 0.0850
25. O -0.4233
26. C -0.2523
27. C -0.0526
28. H 0.0954
29. H 0.0963
30. H 0.1205
31. C -0.1626
32. C -0.0981
33. H 0.1243
34. H 0.1137
35. C -0.2318
36. C -0.3920
37. H 0.1250
38. N -0.4164
39. H 0.1154
40. H 0.1221
41. H 0.0387
42. C -0.2885
43. C -0.1170
44. C -0.0518
45. C -0.3371
46. Pd 0.5296
47. C -0.1875
48. S 0.9940
49. H 0.1148
50. C -0.0374
51. H 0.1294
52. C -0.0522
53. H 0.0813
54. C -0.0408
55. S 0.6082
56. C -0.0720
57. H 0.1210
58. O -0.3148
59. P 0.9359
60. H 0.1152
61. H 0.1477
62. C -0.0504
63. H 0.0972
64. C -0.5566
65. H 0.1188
66. H 0.0722
67. H 0.1178
68. C -0.5287
69. N 0.2243
70. H 0.1333
71. C -0.0296
72. C -0.0099
73. C -1.0420
74. C -0.0467
75. H 0.1189
76. C -0.0603
77. S 1.1983
78. H 0.1185
79. H 0.1145
80. H 0.0861
81. H 0.0986
82. H 0.0858
83. H 0.1276
84. H 0.0902
85. C -0.4155
86. C -0.1032
87. C -0.0592
88. N 0.1946
89. C -0.0508
90. C -0.2336
91. C -0.0907
92. C -0.0341
93. C -0.0486
94. S 1.1774
95. C -0.3713
96. H 0.1190
97. H 0.0694
98. H 0.0756
99. H 0.1552